Formula: C58H140F30N8O4P5
Source: OMol25
Level of theory: wB97M-V/def2-TZVPD

Geometry as XYZ:
```
245
Properties=species:S:1:pos:R:3:forces:R:3
C -22.166037 -17.795014 -7.465412 0.085 -1.267 -0.612
C -20.783945 -17.361579 -6.951118 -1.330 -0.783 -0.875
N -20.695028 -17.024911 -5.513861 1.482 -0.190 -0.150
C -21.584827 -15.915046 -5.220038 -0.190 0.291 1.822
C -21.008448 -18.165019 -4.656446 -1.577 -1.804 1.698
C -20.332502 -19.515263 -4.908505 0.476 0.188 -2.503
C -19.223601 -16.640109 -5.352256 -0.750 -1.231 -0.741
C -18.625813 -16.400158 -4.053747 0.675 -0.578 2.159
O -18.974342 -15.115883 -3.639759 -0.322 0.069 -0.008
C -18.092662 -14.681485 -2.654054 1.035 0.319 1.020
H -21.984585 -18.004801 -8.566893 -0.326 0.042 1.365
H -22.989012 -17.055203 -7.457261 0.629 -0.275 0.317
H -22.459239 -18.765925 -6.958398 0.007 1.122 -0.711
H -20.513338 -16.483437 -7.511119 0.541 0.152 -0.009
H -20.108071 -18.206877 -7.091639 0.118 0.379 -0.306
H -21.511300 -15.692368 -4.170123 0.162 0.036 0.592
H -22.611726 -16.184606 -5.359279 -0.418 0.026 -0.690
H -21.238392 -15.032570 -5.691019 -0.078 0.713 -1.024
H -22.115890 -18.385668 -4.745501 1.152 0.610 0.105
H -20.832273 -17.879523 -3.612207 -0.136 0.288 -0.329
H -20.751471 -19.888869 -5.866846 0.469 0.090 0.257
H -20.670394 -20.279090 -4.239579 -0.001 -0.033 0.945
H -19.218806 -19.551369 -5.035023 -0.978 0.232 0.485
H -19.092784 -15.785202 -5.957603 0.169 0.952 -0.753
H -18.675234 -17.455297 -5.772568 0.189 -0.535 -0.594
H -17.525641 -16.506192 -4.175171 -0.334 0.354 -0.243
H -18.808036 -17.199161 -3.265796 -0.294 0.823 -0.679
H -18.094349 -15.358162 -1.785286 -0.264 0.317 0.019
H -18.272213 -13.644221 -2.359674 -0.475 -0.321 -0.029
H -17.063327 -14.693961 -3.015795 0.185 -0.061 -0.266
C -29.814021 -17.079009 -7.092342 -1.148 -0.851 -0.760
C -29.409907 -17.134691 -5.639640 -0.081 1.348 -0.612
N -28.630546 -15.890394 -5.285182 0.882 -1.221 -0.272
C -27.277073 -16.070006 -5.965856 -0.150 2.077 -1.006
C -29.210905 -14.499361 -5.657373 -1.547 -1.167 -0.004
C -30.406196 -13.925138 -4.830109 1.706 1.085 -1.070
C -28.379054 -15.821408 -3.818081 -0.052 -1.818 -0.355
C -27.686127 -16.960143 -3.062868 3.222 0.921 -3.055
O -28.512018 -17.966042 -2.735998 -1.323 -1.116 0.984
C -27.865125 -18.945839 -1.902316 -0.482 0.345 -1.121
H -30.811995 -16.649698 -7.272679 0.573 0.539 0.182
H -30.016430 -18.106455 -7.382719 0.224 -0.315 -0.167
H -29.064556 -16.702992 -7.813657 -0.472 -0.025 0.605
H -28.775842 -17.987603 -5.476160 0.443 -0.129 0.317
H -30.209456 -17.197566 -4.924818 -0.674 -0.085 0.038
H -27.374983 -15.979211 -7.062379 -0.168 0.198 0.658
H -26.906806 -17.046164 -5.790392 0.286 -0.820 0.552
H -26.578510 -15.277571 -5.620274 -0.519 -0.696 -0.140
H -29.497374 -14.504148 -6.708500 0.427 -0.287 0.054
H -28.334182 -13.960170 -5.488448 1.116 1.614 -0.135
H -31.043584 -14.647312 -4.432200 -1.312 -1.248 0.333
H -30.934681 -13.181176 -5.444592 -0.073 -0.653 -0.129
H -30.079796 -13.288186 -4.027637 0.509 0.006 0.569
H -29.334297 -15.731926 -3.389964 -1.287 0.427 0.812
H -27.837509 -14.937849 -3.782487 1.150 1.607 0.952
H -27.124881 -16.444891 -2.289976 -0.342 -0.078 1.049
H -26.772903 -17.378303 -3.648632 -1.224 0.642 0.359
H -28.624945 -19.340030 -1.277975 -0.763 -0.589 0.524
H -27.194352 -18.396265 -1.258287 0.809 -0.370 0.069
H -27.465805 -19.765737 -2.539191 0.296 0.687 0.598
C -18.072646 -12.872955 -13.102172 -2.729 1.919 0.669
C -19.116999 -11.906499 -12.355908 1.490 -0.897 -0.101
C -19.847616 -10.958253 -13.278219 0.605 -1.617 -1.873
N -21.302873 -11.169442 -13.147512 -1.435 -0.267 -0.471
C -21.730719 -10.737150 -11.775668 -0.720 0.428 -0.428
C -21.755280 -12.610099 -13.536732 -1.099 -0.029 1.053
C -23.224321 -12.420058 -14.073288 1.750 0.923 -0.653
C -23.459828 -10.874896 -14.264848 -0.898 -1.034 0.348
C -22.082408 -10.319120 -14.198639 2.000 0.895 1.613
H -17.611128 -12.176964 -13.777004 0.690 -0.428 -0.738
H -18.732991 -13.599324 -13.549734 0.434 -0.463 -0.746
H -17.385425 -13.337490 -12.435685 0.472 -0.224 0.493
H -18.533100 -11.324486 -11.679602 0.163 0.338 0.933
H -19.846827 -12.505454 -11.825759 0.265 -0.030 0.313
H -19.552385 -11.235115 -14.324282 -0.541 0.260 0.575
H -19.615916 -9.914608 -13.202918 -0.026 0.584 0.521
H -21.710759 -9.627208 -11.792669 0.777 -0.670 0.469
H -21.184118 -11.272575 -10.988489 -0.169 0.580 -0.300
H -22.792397 -10.917852 -11.687417 -0.261 -0.592 0.146
H -21.693374 -13.379856 -12.711098 -0.130 1.408 -0.453
H -21.087222 -12.986186 -14.282936 0.482 0.256 -0.679
H -23.890229 -12.884975 -13.432448 -1.427 -0.579 1.586
H -23.381284 -12.924270 -15.026703 0.414 0.052 -0.092
H -24.194276 -10.400297 -13.555931 0.968 -0.611 -0.450
H -23.906257 -10.797779 -15.242253 0.005 0.578 -0.374
H -21.929876 -9.270296 -13.865323 -0.543 -0.551 -0.243
H -21.404657 -10.435863 -15.025474 -0.489 -0.169 -1.057
C -27.087944 -20.335918 -14.304192 0.260 -1.293 -0.728
C -26.666192 -18.965918 -14.718005 0.389 0.465 1.959
C -25.940727 -18.459177 -13.476700 1.339 -0.749 -0.320
N -25.001156 -17.320160 -13.624119 0.771 0.524 1.538
C -25.804007 -16.116294 -14.060721 -0.088 -1.252 -0.031
C -24.292894 -17.036135 -12.259685 -0.959 -1.898 0.826
C -23.106066 -18.042641 -12.171691 0.298 1.208 -0.116
C -22.787060 -18.415532 -13.615724 -2.084 -0.731 0.093
C -23.748647 -17.580740 -14.458740 -1.335 -1.057 -0.211
H -27.787073 -20.819357 -14.960039 -0.864 0.195 -0.163
H -27.436065 -20.286887 -13.291373 -0.601 -0.289 0.464
H -26.278513 -21.067173 -14.333048 0.460 0.307 0.234
H -27.489298 -18.312998 -14.826913 -1.173 0.542 -0.571
H -26.072903 -18.907416 -15.576377 0.926 -0.177 -1.434
H -25.418710 -19.287446 -13.001955 0.437 0.007 -0.105
H -26.636193 -18.131670 -12.757229 -1.025 0.427 0.883
H -25.209678 -15.311359 -13.733548 0.275 1.386 -0.032
H -26.829445 -16.060401 -13.656190 0.804 -0.318 0.342
H -25.901213 -16.209147 -15.117883 0.090 0.310 -0.911
H -24.063566 -15.991615 -12.147848 0.217 0.164 -0.420
H -25.003977 -17.286312 -11.458886 0.023 0.390 -0.365
H -22.220116 -17.557854 -11.721842 -0.690 -0.257 0.087
H -23.394216 -18.918627 -11.597804 0.075 0.049 0.120
H -21.813668 -18.267067 -13.934356 2.040 0.784 -0.365
H -22.906368 -19.494896 -13.779120 -0.469 0.259 -0.077
H -23.417287 -16.593187 -14.700042 0.591 0.466 -0.272
H -24.054081 -18.133337 -15.338040 -0.010 0.280 -0.436
C -30.652008 -13.721659 2.942548 -0.520 0.416 2.001
C -29.904166 -13.992193 1.691115 -0.756 -0.853 -1.112
C -28.884023 -12.949089 1.351765 -0.747 -0.797 -0.988
N -28.306025 -13.133887 -0.022599 0.115 1.551 -0.002
C -29.339835 -13.118056 -1.076218 -1.709 -1.141 0.572
C -27.346487 -14.263812 -0.128934 1.957 -0.051 0.622
C -26.012619 -13.646861 0.519463 -1.204 -0.320 -2.023
C -26.153096 -12.109664 0.465687 -0.227 -0.692 1.289
C -27.474026 -11.834645 -0.234687 1.391 -1.869 -1.150
H -29.976404 -13.669268 3.818977 -0.275 0.108 -0.355
H -31.378875 -14.522210 3.199259 0.384 0.549 -0.424
H -31.192726 -12.754363 2.875319 0.217 -0.574 0.139
H -30.677737 -13.982160 0.898188 0.464 -0.133 0.236
H -29.499991 -15.014565 1.705359 0.157 0.313 -0.019
H -28.079228 -12.834639 2.008199 1.369 -0.484 1.220
H -29.293529 -11.967913 1.347795 -0.906 0.748 -0.144
H -28.822362 -13.114171 -2.027553 -0.276 0.007 -0.212
H -29.995602 -12.258247 -0.934584 0.457 0.367 -0.277
H -30.072728 -13.966824 -0.928427 1.316 0.515 -0.556
H -27.220069 -14.606327 -1.177518 -0.179 0.625 0.626
H -27.611816 -15.129991 0.507285 -0.447 0.575 -0.557
H -25.101191 -13.983642 -0.008739 -0.657 -0.010 0.444
H -26.069255 -13.978999 1.508401 0.603 -0.554 1.583
H -25.239928 -11.804121 0.021324 0.243 1.011 -1.137
H -26.098924 -11.680750 1.467989 -0.289 -0.101 0.074
H -27.271122 -11.845330 -1.299127 -0.141 0.379 -0.291
H -28.076694 -11.002187 0.039039 -0.277 0.623 0.260
C -30.367560 -7.403576 -9.461573 -1.505 1.235 -0.475
C -29.621570 -8.627983 -9.820563 2.906 -0.434 0.230
C -28.893045 -8.996727 -8.515901 -0.589 -2.073 -0.268
N -28.349275 -10.442203 -8.560926 2.365 0.345 0.554
C -29.350890 -11.462591 -8.897838 0.118 -0.394 1.661
C -27.751940 -10.654878 -7.176314 -0.281 -0.287 -0.023
C -26.630972 -11.661289 -7.311505 -1.655 0.082 -1.117
C -25.923879 -11.091107 -8.512078 -0.099 0.870 0.127
C -27.098318 -10.711572 -9.431012 0.266 0.633 0.178
H -29.756462 -6.571848 -9.201580 1.113 0.739 -0.350
H -30.860337 -7.519653 -8.492936 -0.749 -0.457 -0.351
H -31.059362 -7.055297 -10.254666 0.189 -0.251 0.637
H -28.783176 -8.507885 -10.601608 -1.525 0.149 0.801
H -30.259950 -9.446180 -10.136093 -0.190 0.040 -0.018
H -29.592501 -9.014072 -7.656319 0.180 -0.131 -0.440
H -28.051374 -8.399654 -8.191436 -0.113 0.328 -0.599
H -30.230860 -11.215918 -8.298201 -0.263 -0.163 -0.499
H -28.960304 -12.439306 -8.562829 -0.222 0.517 -0.303
H -29.462955 -11.493656 -9.958411 -0.550 0.006 -0.561
H -28.558256 -11.036269 -6.614141 -0.812 -0.038 1.146
H -27.406277 -9.681755 -6.814938 -0.084 -0.340 0.033
H -27.082850 -12.657750 -7.475536 0.573 0.311 -0.103
H -26.060425 -11.670237 -6.442426 1.065 -0.178 1.601
H -25.264555 -11.789445 -8.991763 0.306 -0.332 -0.345
H -25.350983 -10.171457 -8.196722 -0.633 -0.839 -0.373
H -27.318598 -11.509684 -10.129419 -0.132 0.087 -0.100
H -26.874563 -9.781703 -9.898347 0.058 0.581 -0.847
C -21.654568 -7.853175 -5.821564 0.559 -0.240 0.039
N -21.681686 -9.332114 -6.024859 -1.484 -0.196 0.074
C -20.416058 -10.014876 -5.840443 1.129 -1.537 -0.963
C -22.519959 -9.954530 -4.968933 -1.133 0.741 -0.203
C -22.310039 -9.468538 -7.400896 1.747 1.919 0.196
C -22.427861 -10.818012 -7.982037 -0.880 -0.274 0.916
O -21.209927 -11.289224 -8.490856 0.112 1.053 0.168
H -21.089686 -7.418731 -6.637213 -0.220 0.223 -0.197
H -21.102193 -7.650611 -4.930727 0.165 0.154 0.823
H -22.679543 -7.484556 -5.759721 0.171 0.034 -0.152
H -20.212948 -9.871613 -4.807332 0.713 0.021 0.888
H -19.651136 -9.518071 -6.445735 -0.012 -0.542 -0.038
H -20.520111 -11.177851 -6.009924 0.274 2.626 -0.109
H -22.253419 -10.984712 -4.955662 -0.495 -0.777 0.256
H -23.562952 -9.750338 -5.168425 -0.314 -0.350 -0.273
H -22.340143 -9.490721 -4.015022 0.551 0.121 0.357
H -21.627379 -8.801867 -7.988772 -0.687 -0.807 -0.094
H -23.220370 -8.900021 -7.257951 -0.550 -0.370 -0.521
H -23.199726 -10.688329 -8.733397 -0.107 -0.369 -0.448
H -22.850715 -11.477684 -7.193782 0.129 -0.091 -0.499
H -21.376264 -12.197820 -8.697656 0.138 -1.194 -0.266
C -30.131053 -5.105784 -5.909700 -1.488 -0.125 0.796
N -30.460233 -4.750090 -4.463417 0.498 -0.801 -0.025
C -30.190680 -3.300532 -4.183693 -1.007 -0.944 -0.366
C -31.941478 -4.950450 -4.222061 0.336 0.033 -0.977
C -29.675070 -5.645054 -3.442008 -0.878 0.098 0.113
C -28.228686 -5.985227 -3.801518 0.210 0.762 0.416
O -27.545142 -4.780093 -4.158461 -1.975 0.368 1.139
H -30.632301 -4.383787 -6.546891 -0.346 -0.029 0.005
H -30.500542 -6.123933 -6.110280 0.337 0.394 0.115
H -29.100937 -4.986896 -6.089104 1.332 -0.128 0.056
H -30.690543 -2.763807 -4.978280 0.056 0.422 -0.028
H -29.153571 -3.100537 -4.120345 0.939 0.099 -0.027
H -30.703300 -3.162048 -3.253493 -0.006 0.705 0.565
H -32.138962 -4.931793 -3.156780 -0.057 0.215 0.038
H -32.204792 -5.913080 -4.631120 -0.075 -0.418 0.094
H -32.512753 -4.195180 -4.797888 0.424 -0.228 0.581
H -30.216279 -6.597144 -3.367292 0.065 0.274 -0.192
H -29.826195 -5.134900 -2.459113 0.481 -0.177 -0.825
H -28.190638 -6.690281 -4.650405 -0.005 0.018 0.700
H -27.780793 -6.388656 -2.846121 -0.452 -0.100 -1.138
H -26.769077 -4.985334 -4.623758 1.817 -0.564 -1.101
P -29.811404 -9.836851 -4.034276 0.129 -1.096 -0.130
F -28.737008 -11.048292 -4.272017 -0.474 -0.709 -0.316
F -30.765244 -10.388701 -5.256419 0.447 -0.052 0.374
F -30.624107 -10.719892 -2.990232 -0.565 -0.375 0.273
F -30.774204 -8.571901 -3.851658 -0.972 0.224 0.697
F -28.842593 -9.362549 -2.855429 0.147 0.779 1.039
F -29.002250 -8.960957 -5.038494 1.267 1.070 -1.859
P -24.725836 -13.691233 -3.765661 -0.291 1.697 -0.951
F -25.084555 -15.154437 -3.246021 -0.165 -0.956 -0.254
F -24.243473 -14.191475 -5.228202 -0.198 -0.627 -0.228
F -26.227183 -13.543801 -4.409534 0.072 0.313 0.598
F -24.347840 -12.164832 -4.186317 -0.688 0.196 -0.275
F -25.231271 -13.125154 -2.327620 -0.152 0.057 -0.076
F -23.239852 -13.835866 -3.291509 1.390 -0.589 1.233
P -22.074943 -14.659023 -9.866870 -0.595 0.488 -0.050
F -22.298751 -15.238974 -11.380945 0.982 -0.078 0.129
F -20.796117 -13.820725 -10.407105 0.747 -0.581 0.289
F -22.933315 -13.368474 -10.255019 -0.882 0.872 -0.357
F -21.891128 -13.990405 -8.375475 0.079 -0.485 -0.016
F -23.415707 -15.417328 -9.470529 0.124 -0.374 0.775
F -21.152685 -15.901655 -9.373075 -0.250 0.526 -1.006
P -27.435175 -14.865775 -10.089025 -0.109 -0.472 -0.621
F -27.945098 -13.540215 -10.867837 0.000 -0.566 -0.031
F -26.418228 -15.237066 -11.374134 -1.373 -0.070 0.841
F -26.203569 -14.034664 -9.452092 -0.328 0.440 -0.045
F -26.877674 -16.138451 -9.246271 -0.732 -0.293 -0.632
F -28.391704 -14.443552 -8.802461 0.309 -0.535 -0.617
F -28.721999 -15.780761 -10.756842 2.287 1.300 1.031
P -25.658697 -6.743386 -7.500239 3.141 0.765 0.596
F -24.118664 -6.861669 -8.072108 -0.633 -0.321 -0.507
F -25.845806 -5.342123 -8.258898 -0.974 -0.709 -0.520
F -26.284575 -7.561630 -8.743381 0.376 0.136 0.163
F -27.021581 -6.754355 -6.715611 -1.465 0.355 -0.151
F -25.319601 -8.202067 -6.706643 -0.086 0.720 -0.268
F -25.023302 -5.810573 -6.303519 -0.053 -1.040 0.829
```
Forces are in eV/Å.

Summary:
- E_HOMO (eV) = -14.899
- LUMO energy (eV) = -4.239
- energy above the lowest of the compared OMol25 structures with the same formula, charge and spin (eV) = 0.000
- maximum force (eV/Å) = 4.53
- total charge = +3